# 1
DFT (wB97M-V/def2-TZVPD) results for a molecular structure, C30H37HoN10Si2.

Summary:
Strongest force on any atom, hartree/bohr: 0.06162
Energy, Eh: -3240.15075
2S+1: 5
HOMO level (spin up / spin down), eV: -6.97 / -6.98
Orbital gap (spin up / spin down), Ha: 0.25727 / 0.25766
LUMO (spin up / spin down), eV: 0.03 / 0.04

```
80
Properties=species:S:1:pos:R:3:forces:R:3
Ho 0.0536 -4.3135 16.0775 1.22 0.14 -0.47
C -2.7708 -5.8150 16.8458 0.77 0.56 -0.43
N -1.4624 -6.2482 16.2528 0.17 -0.10 -0.13
C -0.8935 -7.5366 16.7156 -2.29 -1.19 -0.83
C 0.4894 -7.4190 17.1907 -1.40 2.44 -1.45
N 1.1874 -6.3288 16.9540 0.56 0.04 0.13
C 2.4790 -6.6270 17.4397 -0.83 -0.66 0.28
C 3.6494 -5.9179 17.4935 0.69 0.77 0.04
C 4.7316 -6.4513 18.1770 0.31 0.60 -0.21
C 4.6633 -7.6994 18.7419 -1.35 -1.32 -0.55
C 3.4889 -8.4916 18.6379 1.52 0.21 0.73
C 2.4277 -7.9154 17.9990 0.42 0.09 -0.03
N 1.1454 -8.3786 17.7585 1.01 -1.48 1.09
C -2.5031 -5.0461 18.1516 0.58 0.12 -0.33
N -1.8903 -5.7669 19.0153 -0.93 0.30 -0.56
C -1.4735 -5.2533 20.2446 0.71 0.84 0.70
C -0.1217 -5.4604 20.5579 0.24 0.31 -0.40
C 0.4296 -5.0157 21.7558 -0.88 -0.81 -0.40
C -0.4118 -4.4003 22.6679 0.64 0.22 0.54
C -1.7304 -4.0750 22.3367 1.25 -0.41 0.02
C -2.2821 -4.4961 21.1355 -0.58 -1.00 -0.27
N -3.6572 -4.1986 20.7519 2.12 2.23 -0.21
H -3.2686 -5.1905 16.0708 0.20 -0.58 0.69
H -3.3286 -6.6790 17.1087 -0.86 -0.86 0.01
H -1.5522 -6.2749 15.2396 -0.24 -0.05 0.04
H -1.5894 -7.9696 17.4929 0.93 0.38 -0.66
H -0.8990 -8.2647 15.8266 0.03 0.81 1.19
H 3.7587 -4.9473 17.0491 -0.15 0.09 -0.17
H 5.6635 -5.8797 18.2915 -0.56 -0.21 -0.25
H 5.5593 -8.1205 19.1212 0.48 -0.37 0.72
H 3.4421 -9.4780 19.1020 0.00 0.24 -0.26
H 0.7576 -9.2704 17.9931 0.02 -0.23 0.19
H 0.5567 -5.8758 19.7889 -0.57 -0.05 0.50
H 1.4596 -5.2665 21.9348 0.20 0.33 0.27
H 0.0052 -4.1565 23.6604 -0.42 0.15 -0.62
H -2.1966 -3.4231 23.0435 -0.94 0.08 0.16
H -3.6632 -3.1669 20.8170 -0.35 -0.66 -0.39
C -2.2143 -1.8148 18.9321 1.40 -0.56 1.35
Si -2.7469 -3.1522 17.7663 -0.28 0.10 -0.43
C -4.7724 -4.6736 21.4992 -1.42 -0.29 -0.32
C -4.4744 -2.7859 17.1780 -1.35 -0.68 0.48
N -1.7791 -3.1862 16.3644 0.49 0.31 -0.74
C -1.9376 -2.4758 15.1474 0.17 0.27 -1.42
C -2.5748 -1.2102 15.0630 0.96 -0.97 1.18
C -2.7188 -0.4453 13.9320 -0.64 0.25 -0.94
C -2.3200 -0.9727 12.7077 0.76 -1.16 0.56
C -1.5949 -2.1996 12.7434 -0.32 -0.16 -0.27
C -1.3674 -2.9940 13.8848 -0.32 1.31 1.39
N -0.5213 -4.1360 13.9206 -0.30 0.42 0.42
Si 0.3931 -4.8180 12.6398 0.42 -0.11 -0.64
C -0.4878 -5.9918 11.5196 -0.99 -0.90 0.81
C 1.5237 -6.0652 13.5127 -1.06 0.10 0.96
C 1.1554 -3.6383 11.3542 -1.05 0.89 0.97
H -3.0558 -1.4879 19.5393 -0.08 0.34 -0.05
H -1.7642 -0.9773 18.3628 -0.38 -0.40 0.33
H -1.4364 -2.1916 19.6779 -0.76 0.53 -0.96
H -4.9081 -4.3386 22.5333 -0.08 0.93 -0.16
H -4.6860 -5.7187 21.6975 -0.01 -1.11 -0.60
H -5.6431 -4.4560 20.8004 0.54 -0.44 1.50
H -5.2665 -3.4433 17.6326 0.70 0.53 -0.27
H -4.4956 -2.9812 16.0894 -0.13 0.43 0.45
H -4.7640 -1.7432 17.4288 0.18 -0.56 -0.44
H -2.8594 -0.7789 16.0060 -0.27 0.13 0.31
H -3.2143 0.5363 14.0080 0.27 -0.59 -0.12
H -2.5608 -0.4783 11.7696 0.33 -0.08 0.15
H -1.1680 -2.6466 11.8445 -0.35 0.48 -0.10
H 0.2229 -6.2557 10.7499 -0.02 0.00 -0.59
H -1.4315 -5.5838 11.1344 0.29 -0.26 -0.22
H -0.6935 -6.9422 12.0759 -0.12 0.66 -0.44
H 0.7749 -6.6729 14.0782 0.25 0.57 0.25
H 2.2480 -5.6559 14.2074 0.25 0.01 0.26
H 1.9672 -6.8854 12.9904 0.66 -0.06 -1.01
H 0.3767 -3.4317 10.6174 -0.10 -0.27 -0.14
H 1.9687 -4.0740 10.8278 0.89 -0.36 -0.35
H 1.3936 -2.6304 11.7144 0.38 -0.30 0.15
N 2.0905 -3.1667 16.6393 -1.08 -0.08 -0.50
C 2.7093 -2.9990 17.6196 0.14 -0.22 0.16
N 3.4914 -2.8496 18.6000 0.29 0.62 0.38
C 3.3650 -3.5720 19.6964 -0.07 -0.56 -0.15
N 3.3073 -4.2807 20.6104 0.07 0.27 0.13
```
Forces are in eV/Å.

# 2
DFT (wB97M-V/def2-TZVPD) results for 6 unconnected molecules or ions with the total composition C22H54IN3O8PS.

Summary:
Strongest force on any atom, hartree/bohr: 0.08345
Energy, Eh: -2673.65297
HOMO level, eV: -11.59
Orbital gap, Ha: 0.32776
LUMO, eV: -2.67
Total charge: +1

```
90
Properties=species:S:1:pos:R:3:forces:R:3
C 4.9983 1.6653 -0.5805 -1.54 0.08 -0.61
P 4.9221 0.3394 -1.8694 3.36 -0.43 -0.36
C 4.6870 1.0059 -3.5723 -1.02 -0.07 0.57
N 3.6958 -0.9495 -1.4545 -1.56 0.73 -0.44
C 4.2726 -2.3525 -1.5985 0.66 -1.14 1.08
N 5.5104 -2.5621 -0.9120 -0.49 0.77 -0.14
C 3.1984 -3.2767 -0.9836 0.83 -0.96 -1.23
I 3.9751 -5.3041 -1.1800 -0.41 0.29 0.14
O 2.0507 -3.2484 -1.7657 0.15 0.76 0.02
C 1.3521 -1.9545 -1.8134 -0.30 -1.31 0.62
C 0.7776 -1.7629 -0.3735 0.09 0.16 0.00
C -0.6415 -1.2229 -0.1846 -0.61 0.51 0.88
C -0.6805 0.2225 0.3396 -0.68 -0.06 -0.55
N -1.6982 1.0181 -0.1769 0.19 -0.34 0.12
O 0.1334 0.6577 1.1109 1.17 0.17 0.23
C 0.3159 -2.2558 -2.9268 0.58 2.11 -1.69
C 0.0358 -1.0102 -3.8411 -2.12 0.17 2.93
C -1.0096 -0.0060 -3.2749 0.04 -1.86 -3.86
O -1.2141 -0.9845 -4.4351 1.21 -0.26 -0.67
C 2.3556 -0.8153 -2.1963 0.07 0.00 1.40
S 1.7377 0.8537 -1.7182 -0.20 0.34 -0.89
H 4.3132 1.4230 0.2418 0.32 0.09 0.04
H 6.0197 1.7857 -0.2223 -0.11 -0.22 -0.11
H 4.6242 2.5958 -1.0267 0.14 -0.06 0.21
H 4.3749 0.1838 -4.2286 0.01 0.19 0.10
H 3.9713 1.8321 -3.6167 0.15 -0.11 -0.22
H 5.6851 1.2948 -3.9138 -0.13 0.06 0.25
H 3.4559 -0.8248 -0.4625 0.19 -0.06 -0.04
H 4.4180 -2.5571 -2.6636 -0.32 0.09 0.13
H 6.3006 -2.1810 -1.4180 -0.04 0.08 0.18
H 5.4675 -2.1644 0.0221 0.34 -0.23 0.01
H 3.0620 -3.1443 0.0985 -0.08 0.26 -0.19
H 1.4447 -1.1098 0.2151 -0.24 -0.11 -0.06
H 0.8272 -2.7292 0.1383 0.02 0.00 -0.41
H -1.3263 -1.2771 -1.0271 0.38 -0.23 -0.09
H -1.1166 -1.8064 0.6193 0.10 0.04 -0.18
H -1.5332 1.9996 0.0096 -0.27 -0.09 0.40
H -2.6181 0.7073 0.1242 -0.14 0.13 -0.51
H -0.6567 -2.5888 -2.5724 0.26 -0.23 0.15
H 0.7526 -2.9537 -3.6485 -0.05 -0.46 0.62
H 0.8729 -0.5810 -4.3908 -0.17 -0.02 -0.16
H -1.8872 -0.3798 -2.7672 0.57 0.96 1.43
H -0.9964 0.9093 -3.8599 -0.16 0.61 1.21
H 2.6188 -0.8624 -3.2535 -0.19 0.27 0.10
H 2.1341 0.9881 -0.4254 -0.08 -0.63 -0.35
C -6.1631 0.1295 -0.9212 -0.04 -0.03 0.08
C -5.7629 1.5715 -0.6771 -0.15 -0.18 -0.41
O -4.7453 1.9620 -1.5991 0.23 0.12 0.17
H -5.2998 -0.5297 -0.8142 -0.01 0.02 0.09
H -6.9356 -0.1861 -0.2186 0.00 -0.04 -0.04
H -6.5410 0.0006 -1.9383 -0.10 0.03 0.04
H -5.3668 1.6942 0.3313 0.14 0.08 -0.08
H -6.6214 2.2410 -0.7927 -0.06 -0.04 0.15
H -5.1032 1.8617 -2.4881 0.03 0.02 0.06
C -4.1461 2.0523 4.4372 0.01 0.03 0.02
C -4.9756 1.0658 3.6385 0.35 -0.03 0.30
O -4.1296 0.2628 2.8124 -0.04 -0.06 -0.36
H -3.5716 2.6968 3.7692 -0.08 0.03 -0.03
H -4.7812 2.6765 5.0681 0.03 0.00 0.02
H -3.4276 1.5286 5.0728 -0.07 0.03 0.08
H -5.6752 1.5905 2.9882 0.04 -0.13 -0.13
H -5.5463 0.4101 4.3027 -0.11 0.11 0.00
H -3.5190 -0.2054 3.3922 -0.06 0.06 0.00
C -6.3376 5.3622 -1.3644 0.08 -0.03 -0.06
C -6.2260 5.6812 0.1149 -0.43 -0.03 -0.16
O -7.0711 6.7706 0.4690 0.15 0.06 0.08
H -6.0706 6.2329 -1.9647 0.05 0.00 0.05
H -5.6809 4.5324 -1.6351 -0.02 -0.01 -0.01
H -7.3653 5.0959 -1.6261 0.02 -0.08 0.04
H -5.2055 5.9661 0.3685 -0.06 0.09 0.08
H -6.5015 4.8093 0.7196 0.17 -0.09 -0.03
H -7.9770 6.5204 0.2579 0.05 0.06 0.02
C -1.0658 4.0181 6.8102 -0.07 0.01 -0.02
C -1.1650 2.7109 7.5738 0.30 0.08 -0.25
O -1.1367 1.5969 6.6822 -0.16 -0.11 0.01
H -1.8868 4.1057 6.0968 -0.04 0.00 0.07
H -1.0971 4.8718 7.4888 0.03 0.01 -0.03
H -0.1356 4.0615 6.2377 0.04 0.04 0.09
H -2.1020 2.6616 8.1264 0.00 -0.14 -0.05
H -0.3391 2.6160 8.2857 -0.09 0.09 0.11
H -0.3042 1.6308 6.1991 -0.06 -0.01 0.04
C 7.7276 -8.2515 -1.2219 0.05 -0.03 -0.01
C 8.3003 -6.8649 -1.4467 -0.40 -0.06 -0.05
O 7.9347 -6.3645 -2.7309 0.17 0.11 -0.03
H 8.0817 -8.9388 -1.9908 0.06 0.02 0.03
H 8.0141 -8.6405 -0.2436 -0.05 -0.01 0.00
H 6.6358 -8.2339 -1.2842 0.00 0.02 0.10
H 9.3881 -6.8890 -1.4048 -0.01 0.08 -0.11
H 7.9409 -6.1694 -0.6797 0.11 -0.06 0.12
H 6.9732 -6.3319 -2.7662 0.03 -0.01 -0.03
```
Forces are in eV/Å.

What is the energy in the first record?
-3240.15075 Eh